Record 1
Molecular formula: ClNO3
Method: DFT, the ωB97M-V functional and the def2-TZVPD basis

Output
- HOMO energy: 0.0026 hartree
- Net charge: -2
- E: -20151.62550 eV
- Lowest unoccupied orbital energy: 7.653 eV
- F_max: 0.74 eV Å⁻¹
- 2S+1: 1
- Frontier orbital gap: 7.6 eV
- ΔE to the lowest compared entry with this formula, charge and spin: 4.8 kJ/mol

Element x y z (Å)
N: 0.101 0.431 -0.583
O: -0.516 0.221 -1.661
O: 1.355 0.315 -0.579
O: -0.482 0.779 0.447
Cl: -0.458 -1.746 2.376

Cartesian forces, eV/Å:
N 0.7 0.3 0.1
O -0.3 0.0 0.0
O 0.0 0.0 -0.1
O -0.2 0.3 -0.5
Cl -0.1 -0.5 0.5

The net atomic charges from Mulliken, expressed in e, are:
1 N 0.93
2 O -0.70
3 O -0.66
4 O -0.55
5 Cl -1.03

---

Record 2
Molecular formula: ClNO3
Method: DFT, the ωB97M-V functional and the def2-TZVPD basis

Output
- HOMO energy (spin up / spin down): -0.3166 / -0.4321 hartree
- Net charge: 0
- E: -20145.42799 eV
- Lowest unoccupied orbital energy (spin up / spin down): 0.269 / -4.586 eV
- F_max: 7.12 eV Å⁻¹
- 2S+1: 3
- Frontier orbital gap (spin up / spin down): 8.9 / 7.2 eV
- ⟨S²⟩: 2.009
- ΔE to the lowest compared entry with this formula, charge and spin: 141.5 kJ/mol

Element x y z (Å)
N: -0.540 0.056 0.021
O: -0.430 1.245 -0.035
O: -1.542 -0.572 0.041
O: 0.494 -0.738 -0.053
Cl: 2.019 0.008 0.026

Cartesian forces, eV/Å:
N -2.8 1.8 -0.7
O 0.6 0.6 0.3
O -2.2 -0.8 0.4
O -2.2 -4.4 -0.3
Cl 6.5 2.8 0.3

The net atomic charges from Mulliken, expressed in e, are:
1 N 1.13
2 O -0.52
3 O -0.50
4 O -0.21
5 Cl 0.11

---

Record 3
Molecular formula: ClNa
Method: DFT, the ωB97M-V functional and the def2-TZVPD basis

Output
- HOMO energy: -0.2998 hartree
- Net charge: 0
- E: -16939.56471 eV
- Lowest unoccupied orbital energy: -1.580 eV
- F_max: 1.40 eV Å⁻¹
- 2S+1: 1
- Frontier orbital gap: 6.6 eV
- ΔE to the lowest compared entry with this formula, charge and spin: 57.6 kJ/mol

Element x y z (Å)
Na: 4.449 -5.449 5.832
Cl: 3.271 -3.075 4.484

Cartesian forces, eV/Å:
Na -0.6 1.1 -0.6
Cl 0.6 -1.1 0.6

The net atomic charges from Mulliken, expressed in e, are:
1 Na 0.76
2 Cl -0.76

---

Record 4
Molecular formula: ClO4
Method: DFT, the ωB97M-V functional and the def2-TZVPD basis

Output
- HOMO energy: -0.1184 hartree
- Net charge: -1
- E: -20704.27814 eV
- Lowest unoccupied orbital energy: 4.498 eV
- F_max: 9.95 eV Å⁻¹
- 2S+1: 1
- Frontier orbital gap: 7.7 eV
- ΔE to the lowest compared entry with this formula, charge and spin: 253.3 kJ/mol

Element x y z (Å)
Cl: -0.120 -0.025 0.084
O: 1.296 -0.121 0.165
O: 0.261 0.718 -1.174
O: -0.625 -1.362 -0.101
O: -0.812 0.790 1.027

Cartesian forces, eV/Å:
Cl 5.5 1.6 -5.7
O 4.4 -3.7 8.1
O -7.5 2.2 -3.5
O -1.7 0.4 0.4
O -0.7 -0.4 0.6

The net atomic charges from Mulliken, expressed in e, are:
1 Cl 1.39
2 O -0.61
3 O -0.66
4 O -0.57
5 O -0.55

---

Record 5
Molecular formula: ClO4Rb2
Method: DFT, the ωB97M-V functional and the def2-TZVPD basis

Output
- HOMO energy: -0.5160 hartree
- Net charge: +1
- E: -22003.29673 eV
- Lowest unoccupied orbital energy: -4.336 eV
- F_max: 18.56 eV Å⁻¹
- 2S+1: 1
- Frontier orbital gap: 9.7 eV
- ΔE to the lowest compared entry with this formula, charge and spin: 789.6 kJ/mol

Element x y z (Å)
Rb: 0.503 -2.258 -0.926
Rb: -1.190 -1.037 1.455
Cl: 0.099 0.612 -0.134
O: 0.833 -0.514 -0.510
O: 0.736 1.846 -0.631
O: -1.203 0.840 -0.546
O: 0.222 0.512 1.292

Cartesian forces, eV/Å:
Rb -2.2 -17.7 -5.0
Rb -5.8 -5.6 2.9
Cl 6.2 13.5 0.2
O 3.3 11.4 0.9
O 0.3 -2.6 0.9
O -4.2 -3.2 -0.7
O 2.5 4.2 0.8

Atomic partial charges in e from the Mulliken method, atoms 1 to 5:
1 Rb 0.87
2 Rb 0.92
3 Cl 1.69
4 O -0.66
5 O -0.61

---

Record 6
Molecular formula: ClZn2
Method: DFT, the ωB97M-V functional and the def2-TZVPD basis

Output
- HOMO energy: -0.9376 hartree
- Net charge: +3
- E: -109317.52508 eV
- Lowest unoccupied orbital energy: -19.004 eV
- F_max: 1.38 eV Å⁻¹
- 2S+1: 1
- Frontier orbital gap: 6.5 eV
- ΔE to the lowest compared entry with this formula, charge and spin: 49.1 kJ/mol

Element x y z (Å)
Zn: 2.389 -0.932 -0.851
Zn: -2.385 0.777 0.437
Cl: -0.003 0.155 0.414

Cartesian forces, eV/Å:
Zn -0.9 0.4 0.3
Zn 1.3 -0.4 -0.1
Cl -0.4 0.0 -0.2

The net atomic charges from Mulliken, expressed in e, are:
1 Zn 1.71
2 Zn 1.42
3 Cl -0.13

---

Record 7
Molecular formula: Co3H20O18P2
Method: DFT, the ωB97M-V functional and the def2-TZVPD basis

Output
- HOMO energy (spin up / spin down): -0.3159 / -0.3145 hartree
- Net charge: 0
- E: -168644.82574 eV
- Lowest unoccupied orbital energy (spin up / spin down): -1.439 / -2.100 eV
- F_max: 8.26 eV Å⁻¹
- 2S+1: 10
- Frontier orbital gap (spin up / spin down): 7.2 / 6.5 eV
- ⟨S²⟩: 24.770
- ΔE to the lowest compared entry with this formula, charge and spin: 67.3 kJ/mol

Element x y z (Å)
Co: 0.858 -2.444 1.162
Co: -2.268 -1.095 0.842
Co: -0.378 0.389 2.913
P: 0.110 0.053 0.242
O: -0.407 -1.422 0.072
O: -1.098 0.550 1.032
O: 0.722 0.846 -0.875
O: 0.930 -0.345 1.433
P: -0.684 -2.144 3.680
O: 0.257 -3.122 2.960
O: 0.200 -0.972 4.128
O: -1.455 -2.668 4.910
O: -1.437 -1.365 2.644
O: -0.386 2.847 -1.984
H: 0.079 2.030 -1.782
H: 0.309 3.495 -2.113
O: 3.233 1.130 1.937
H: 2.962 1.245 2.849
H: 2.575 0.535 1.565
O: -1.341 0.371 -3.173
H: -0.968 1.033 -3.756
H: -0.984 0.584 -2.309
O: 1.616 -0.671 -3.278
H: 1.206 -0.151 -2.584
H: 1.680 -0.071 -4.023
O: 0.177 -4.240 0.380
H: 0.816 -4.723 -0.146
H: -0.417 -4.913 0.717
O: -2.957 -0.839 -1.096
H: -2.266 -0.699 -1.749
H: -3.774 -0.786 -1.594
O: -2.891 2.872 0.769
H: -2.191 2.362 0.358
H: -2.528 3.143 1.614
O: 3.474 1.794 -0.697
H: 3.643 1.691 0.242
H: 2.684 1.276 -0.858
O: 0.460 3.707 1.131
H: -0.345 3.640 0.614
H: 1.157 3.455 0.524
O: -0.407 -2.346 -2.390
H: 0.322 -1.918 -2.847
H: -0.289 -2.112 -1.466

Cartesian forces, eV/Å:
Co -1.1 -0.4 2.5
Co 0.6 -0.1 0.8
Co 0.4 -1.3 0.6
P 0.4 -0.3 -0.2
O -1.2 -1.3 -3.2
O -2.8 3.3 -0.7
O -0.8 -1.7 0.7
O 5.1 0.3 2.2
P 0.0 -3.1 7.7
O 0.7 -0.6 -2.3
O 1.8 2.9 0.5
O 1.1 0.4 -3.5
O -4.7 1.6 -4.5
O -0.5 0.6 -0.4
H 0.4 0.1 0.4
H 0.1 0.2 -0.1
O 0.4 0.2 0.1
H 0.1 0.1 0.2
H -0.3 -0.3 0.2
O -0.4 -0.5 0.1
H -0.1 0.3 0.0
H 0.3 0.4 -0.1
O 0.3 -0.2 -0.1
H 0.0 0.4 0.4
H 0.1 0.0 -0.2
O 0.7 -0.1 -0.6
H 0.1 -0.2 -0.4
H -0.2 0.1 0.6
O -0.1 -0.1 0.9
H 0.5 -0.2 -0.7
H -0.4 0.0 0.1
O -0.3 0.1 -0.1
H 0.2 -0.2 -0.1
H 0.0 0.1 0.2
O 0.2 0.3 -0.5
H 0.1 0.1 0.3
H -0.2 -0.1 -0.1
O -0.1 -0.2 0.5
H -0.2 0.1 -0.3
H 0.3 -0.1 -0.1
O -0.4 -0.6 -0.2
H 0.2 0.1 -0.5
H -0.1 -0.1 0.1

Atomic partial charges in e from the Mulliken method, atoms 1 to 5:
1 Co 0.62
2 Co 0.82
3 Co 0.76
4 P 2.49
5 O -0.52

---

Record 8
Molecular formula: CoH26O21P2
Method: DFT, the ωB97M-V functional and the def2-TZVPD basis

Output
- HOMO energy (spin up / spin down): 0.2021 / 0.2053 hartree
- Net charge: -4
- E: -99625.84451 eV
- Lowest unoccupied orbital energy (spin up / spin down): 8.410 / 8.427 eV
- F_max: 3.83 eV Å⁻¹
- 2S+1: 4
- Frontier orbital gap (spin up / spin down): 2.9 / 2.8 eV
- ⟨S²⟩: 3.764

Element x y z (Å)
Co: 0.240 2.359 0.464
P: 2.007 3.753 1.807
O: 1.419 4.020 0.356
O: 3.478 3.327 1.834
O: 1.155 2.495 2.212
O: 1.642 4.958 2.729
P: 0.391 -0.287 0.173
O: 0.969 -1.266 1.242
O: -0.051 -0.863 -1.216
O: 1.451 0.833 0.016
O: -0.763 0.639 0.763
O: -1.092 -2.901 1.691
H: -0.257 -2.364 1.649
H: -1.736 -2.299 2.066
O: 0.507 0.151 -3.821
H: 0.816 -0.484 -4.471
H: -0.029 -0.376 -3.206
O: -0.398 2.439 -1.639
H: -0.104 1.728 -2.215
H: -0.566 3.181 -2.223
O: 2.840 -2.884 2.007
H: 2.550 -3.793 2.122
H: 2.071 -2.431 1.565
O: -2.339 -0.452 -2.314
H: -1.460 -0.517 -1.852
H: -2.898 0.018 -1.683
O: 2.666 1.270 -2.363
H: 2.027 0.924 -3.000
H: 2.260 1.043 -1.486
O: -3.311 0.580 0.195
H: -2.342 0.581 0.458
H: -3.545 1.510 0.164
O: 2.430 -1.779 -1.843
H: 1.599 -1.833 -1.348
H: 2.336 -0.979 -2.369
O: -1.641 0.098 3.230
H: -2.431 -0.433 3.108
H: -1.292 0.218 2.301
O: 0.774 -0.718 4.480
H: 0.029 -0.282 4.029
H: 0.514 -1.640 4.526
O: -0.029 -3.710 -1.041
H: 0.141 -2.750 -1.092
H: -0.338 -3.838 -0.137
O: -1.549 3.422 1.039
H: -2.340 3.575 0.514
H: -1.463 4.197 1.609
O: -1.490 -3.027 -3.345
H: -1.015 -3.273 -2.530
H: -1.833 -2.140 -3.157

Cartesian forces, eV/Å:
Co 1.7 1.1 0.8
P 0.3 0.1 1.2
O -0.3 0.3 -0.7
O 0.0 1.0 -0.2
O -1.0 -0.1 0.5
O 0.2 0.0 -0.3
P 2.5 2.4 1.6
O -2.1 -0.6 -1.7
O 0.0 -0.8 0.8
O 0.2 -1.5 -1.8
O -1.9 -2.2 0.0
O -0.3 -0.9 0.3
H 0.4 0.6 -0.2
H 0.1 0.2 -0.1
O -0.3 0.0 -0.7
H 0.0 -0.1 0.0
H 0.2 0.0 0.5
O -0.8 0.1 -0.5
H 0.3 -0.3 0.1
H 0.3 0.2 0.2
O 0.1 -0.7 0.1
H -0.1 0.0 -0.1
H 0.3 0.7 0.2
O -0.3 0.1 -0.8
H 0.0 -0.1 0.5
H 0.1 -0.1 0.3
O 0.1 -0.3 -0.7
H 0.0 0.2 0.2
H 0.1 0.3 0.6
O -0.8 0.0 -0.1
H 0.7 0.0 -0.1
H 0.1 0.1 0.1
O 0.5 -0.9 -0.5
H 0.4 0.4 -0.2
H 0.1 0.3 0.4
O -0.3 -0.2 0.0
H -0.1 0.0 0.0
H 0.4 0.5 -0.1
O -0.1 0.0 0.7
H 0.2 0.0 -0.1
H 0.0 -0.1 -0.3
O 0.1 -0.5 -0.2
H -0.3 0.3 0.2
H -0.2 0.3 0.1
O -1.1 0.5 0.2
H 0.1 0.0 -0.2
H 0.7 0.0 0.1
O 0.0 -0.1 -0.4
H -0.1 -0.1 0.0
H -0.2 0.0 0.2

Atomic partial charges in e from the Mulliken method, atoms 1 to 5:
1 Co 0.64
2 P 0.76
3 O -0.74
4 O -0.91
5 O -0.48

---

Record 9
Molecular formula: CsH6O3
Method: DFT, the ωB97M-V functional and the def2-TZVPD basis

Output
- HOMO energy: -0.5756 hartree
- Net charge: +1
- E: -6783.15329 eV
- Lowest unoccupied orbital energy: -3.412 eV
- F_max: 0.60 eV Å⁻¹
- 2S+1: 1
- Frontier orbital gap: 12.3 eV
- ΔE to the lowest compared entry with this formula, charge and spin: 4.8 kJ/mol

Element x y z (Å)
Cs: 17.365 8.858 -13.267
O: 20.204 8.914 -13.879
H: 20.504 8.935 -14.788
H: 20.932 8.524 -13.395
O: 17.652 7.952 -10.409
H: 16.842 7.754 -9.938
H: 17.867 7.139 -10.867
O: 17.835 11.562 -12.101
H: 17.152 12.217 -11.956
H: 18.572 12.059 -12.455

Cartesian forces, eV/Å:
Cs -0.2 0.2 -0.1
O -0.2 0.0 0.0
H 0.2 0.1 -0.3
H 0.3 -0.1 0.2
O 0.0 0.3 -0.4
H -0.2 0.0 0.4
H 0.2 -0.5 0.3
O -0.1 -0.3 -0.2
H -0.2 0.2 0.2
H 0.3 0.2 0.0

Atomic partial charges in e from the Mulliken method, atoms 1 to 5:
1 Cs 1.00
2 O -0.61
3 H 0.31
4 H 0.31
5 O -0.68

---

Record 10
Molecular formula: CuH14O7
Method: DFT, the ωB97M-V functional and the def2-TZVPD basis

Output
- HOMO energy: -0.4586 hartree
- Net charge: +1
- E: -59193.84545 eV
- Lowest unoccupied orbital energy: -3.565 eV
- F_max: 0.58 eV Å⁻¹
- 2S+1: 1
- Frontier orbital gap: 8.9 eV
- ΔE to the lowest compared entry with this formula, charge and spin: 35.2 kJ/mol

Element x y z (Å)
Cu: -0.242 0.011 0.561
O: -0.372 0.879 -3.019
H: -0.422 1.671 -2.469
H: -0.071 0.193 -2.411
O: 1.534 -0.487 -0.987
H: 1.784 -1.267 -1.503
H: 1.897 0.267 -1.479
O: 0.887 -1.304 2.386
H: 1.529 -1.849 1.913
H: 1.349 -0.476 2.582
O: -2.409 -0.282 0.960
H: -2.862 -1.065 1.304
H: -2.870 -0.060 0.139
O: 1.477 1.302 1.520
H: 2.378 1.246 1.161
H: 1.244 2.238 1.454
O: -0.443 -2.490 -0.138
H: 0.193 -3.214 -0.204
H: -1.153 -2.737 -0.746
O: -0.927 2.143 -0.367
H: -1.777 2.339 -0.793
H: -0.727 2.944 0.138

Cartesian forces, eV/Å:
Cu 0.1 -0.5 0.2
O 0.0 0.0 0.2
H 0.1 -0.1 -0.1
H -0.1 0.0 -0.1
O 0.1 0.4 -0.2
H -0.1 0.1 0.1
H 0.0 -0.2 0.1
O -0.1 0.3 -0.4
H -0.1 0.0 0.2
H 0.0 -0.2 0.2
O 0.1 0.1 -0.4
H 0.3 0.1 0.0
H -0.1 -0.1 0.2
O 0.1 0.3 -0.4
H -0.3 0.0 0.1
H 0.2 -0.1 0.2
O -0.1 -0.1 -0.3
H -0.1 0.1 0.1
H 0.1 0.0 0.1
O -0.1 0.2 0.0
H 0.2 -0.1 0.2
H -0.1 -0.1 -0.1

Atomic partial charges in e from the Mulliken method, atoms 1 to 5:
1 Cu 0.59
2 O -0.61
3 H 0.33
4 H 0.30
5 O -0.45

---

> Look up the net charge of the eighth one.

-4

---

> Which formula does entry 6 have?

ClZn2